Entry 1:
17
Properties=species:S:1:pos:R:3:mulliken_charge:R:1 method="wB97M-V/def2-TZVPD" gap_ev=8.95 smiles="N#C[C@H]1C=Nc2sccc2S1(=O)=O" homo_ev=-9.53 charge=0 e_lumo_ev=-0.59
C -2.654 1.044 0.402 0.0118
C 1.711 -1.272 0.929 -0.9584
C 2.904 -0.600 0.927 -0.3052
C 0.791 -0.537 0.220 0.4396
C 1.201 0.661 -0.245 0.2156
C -0.769 1.510 -1.033 -0.2796
C -1.738 0.448 -0.550 0.1758
N -3.491 1.286 1.145 -0.3712
N 0.484 1.639 -0.882 -0.5326
O -1.473 -1.883 0.812 -0.5860
O -0.751 -1.636 -1.526 -0.5979
S 2.840 0.909 0.185 -0.0905
S -0.870 -1.147 -0.201 1.1729
H 1.398 -2.103 1.458 0.5089
H 3.904 -0.839 1.247 0.4225
H -1.253 2.388 -1.449 0.4194
H -2.233 0.132 -1.439 0.3550

Entry 2:
15
Properties=species:S:1:pos:R:3:mulliken_charge:R:1 method="wB97M-V/def2-TZVPD" gap_ev=6.55 homo_ev=-3.94 charge=-1 e_lumo_ev=2.61
C -0.771 0.101 -1.868 -0.7038
C -1.319 -0.636 -0.817 -0.2825
C 0.525 0.582 -1.707 -0.9476
C -1.508 -1.076 1.837 0.6102
C 2.399 1.129 -0.353 -0.3783
C 0.346 0.182 0.648 -0.2410
C 1.083 0.606 -0.407 1.0784
N -0.765 -0.490 0.425 -0.0480
O -2.311 -1.924 1.484 -0.6583
O -1.159 -0.501 2.828 -0.5909
S 3.438 1.051 0.964 -0.3391
H -1.395 0.079 -2.714 0.3765
H -2.054 -1.304 -0.792 0.5411
H 2.812 1.764 -1.247 0.2892
H 0.679 0.438 1.720 0.2940

Entry 3:
13
Properties=species:S:1:pos:R:3:mulliken_charge:R:1 method="wB97M-V/def2-TZVPD" gap_ev=10.17 smiles=Brc1cccc2c1C2 homo_ev=-9.28 charge=0 e_lumo_ev=0.89
C 0.549 1.627 -0.030 -0.3868
C 1.439 0.543 0.170 -0.6530
C -0.816 1.463 -0.092 -0.3429
C 0.845 -0.655 0.006 0.2416
C -0.504 -0.875 -0.166 0.5804
C -1.363 0.150 -0.088 -0.2195
C 0.413 -2.097 0.022 -0.4789
Br -3.256 0.068 0.031 -0.1896
H 1.078 2.656 -0.036 0.2501
H 2.529 0.546 0.330 0.3420
H -1.601 2.144 -0.132 0.4472
H 0.481 -2.835 -0.873 0.1798
H 0.208 -2.736 0.859 0.2296

Entry 4:
15
Properties=species:S:1:pos:R:3:mulliken_charge:R:1 method="wB97M-V/def2-TZVPD" gap_ev=8.92 smiles="O=Cc1cccc(F)c1O" homo_ev=-8.95 charge=0 e_lumo_ev=-0.03
C 0.391 0.537 -0.793 0.2234
C -0.049 1.586 0.100 0.3483
C -0.811 1.344 1.060 -0.1795
C -0.824 -0.079 1.447 -0.3870
C -0.547 -1.147 0.683 -0.8217
C 0.141 -0.764 -0.498 0.7942
C 0.614 -1.955 -1.129 -0.0246
H 1.229 1.909 -1.872 0.4137
H -1.039 2.073 2.058 0.2687
H -1.405 -0.268 2.382 0.2719
H -0.781 -2.146 1.128 0.2307
H 0.409 -2.824 -0.412 0.2385
O 0.937 0.871 -1.874 -0.5205
O 1.380 -2.037 -2.120 -0.5377
F 0.354 2.900 -0.160 -0.3185

Entry 5:
17
Properties=species:S:1:pos:R:3:mulliken_charge:R:1 method="wB97M-V/def2-TZVPD" gap_ev="3.36 / 3.36" homo_ev="-1.69 / -1.69" charge=-1 e_lumo_ev="1.67 / 1.67"
O 4.186 -1.265 -1.562 -0.7880
C 3.049 -0.760 -1.576 1.3737
C 1.934 -0.218 -1.537 -1.0953
C 0.577 0.277 -1.498 -0.2484
C 0.115 1.331 -0.688 -0.1907
O -0.886 2.145 -1.022 -0.6721
Li -2.289 0.924 1.266 0.5202
H -0.097 0.022 -2.335 0.1439
H 0.790 1.673 0.116 0.4506
C -0.179 -0.428 2.326 -0.8733
C -0.697 -1.195 1.354 -0.0443
C -0.873 -0.738 -0.049 -0.0912
O -2.027 -0.275 -0.365 -0.7860
Li -2.822 0.970 -1.451 0.5829
H 0.166 0.591 2.125 0.1998
H -0.013 -0.810 3.335 0.2213
H -0.936 -2.245 1.560 0.2969

Entry 6:
13
Properties=species:S:1:pos:R:3:mulliken_charge:R:1 method="wB97M-V/def2-TZVPD" gap_ev=10.76 smiles=C#CC(N)(C#C)C#C homo_ev=-9.82 charge=0 e_lumo_ev=0.94
C -0.039 -0.019 0.277 1.9428
C 0.351 1.319 -0.253 -1.0159
C 0.692 2.420 -0.661 0.0721
C -1.361 -0.394 -0.205 -1.2724
C -2.460 -0.641 -0.632 0.1274
C 1.001 -0.979 -0.210 -1.2137
C 1.796 -1.826 -0.569 0.0484
H 0.888 0.274 2.126 0.2888
H -0.701 0.646 2.101 0.2813
H 1.010 3.353 -1.071 0.4602
H -3.445 -0.936 -0.926 0.4695
H 2.575 -2.468 -0.933 0.4644
N -0.031 -0.021 1.746 -0.6528

Quick rundown of largest force on an atom, same order as above: 4.062; 5.122; 3.091; 10.254; 1.982; 2.578 eV Å⁻¹
Quick rundown of energy relative to the best compared isomer or geometry (same formula, charge and spin), same order as above: 0.0; 0.0; 0.0; 183.4; 203.3; 433.5 kJ/mol